(1)
Density functional theory data (ωB97M-V with the def2-TZVPD basis set) for a molecular structure, H11O7V in a non-equilibrium geometry.

Element x y z (Å)
V -22.126 -2.551 -8.160
O -23.643 -4.810 -10.019
H -23.606 -5.071 -10.960
O -21.253 -4.384 -5.654
H -20.932 -4.161 -4.759
O -24.714 -1.430 -6.632
H -24.393 -0.622 -6.186
O -19.176 -3.803 -9.726
H -19.300 -4.387 -10.474
H -18.234 -3.828 -9.556
O -22.711 0.254 -10.303
H -22.152 0.546 -11.023
H -23.434 0.881 -10.291
O -20.076 -0.246 -6.538
H -20.306 0.681 -6.489
H -19.675 -0.439 -5.690
O -26.750 -2.487 -9.545
H -26.316 -2.079 -8.796
H -26.135 -3.158 -9.841

As for the LUMO energy (alpha / beta): 1.5 / 1.5 eV. The multiplicity is 4. The largest force on an atom is 2.73 eV Å⁻¹. As for the charge: -1. As for the expectation value of S²: 3.851.



(2)
Density functional theory data (ωB97M-V with the def2-TZVPD basis set) for 7 unconnected molecules or ions with the total composition H12IO6 in a non-equilibrium geometry.

Element x y z (Å)
I 0.190 0.272 -0.544
O 3.560 -0.352 0.835
H 3.707 -0.662 1.757
H 2.676 0.027 0.796
O -2.899 1.272 1.288
H -2.097 1.078 0.685
H -3.378 1.583 0.491
O -1.239 -2.045 1.798
H -0.753 -1.576 1.000
H -1.360 -2.952 1.428
O 0.631 2.467 2.186
H 0.768 1.902 1.429
H 0.096 1.947 2.683
O -2.497 1.145 -3.053
H -1.593 0.916 -2.661
H -2.362 1.959 -3.577
O 2.501 -2.400 -1.967
H 2.391 -2.871 -2.780
H 1.658 -1.712 -1.793

As for the LUMO energy: 3.1 eV. The largest force on an atom is 4.45 eV Å⁻¹. As for the charge: -1.



(3)
Density functional theory data (ωB97M-V with the def2-TZVPD basis set) for 7 unconnected molecules or ions with the total composition H12IO6.

Element x y z (Å)
I 0.116 -0.275 0.435
O -2.283 -2.498 1.304
H -2.090 -1.726 0.740
H -1.449 -2.655 1.756
O -0.582 1.265 3.644
H -0.347 0.788 2.823
H -0.571 2.191 3.393
O 1.348 3.052 1.125
H 0.645 3.547 1.556
H 0.891 2.311 0.682
O 1.783 2.007 -2.186
H 1.846 2.890 -1.806
H 1.378 1.474 -1.481
O -1.537 -1.385 -2.589
H -1.785 -2.110 -2.005
H -1.318 -0.659 -1.981
O 1.648 -2.926 -1.685
H 1.207 -2.998 -2.537
H 1.100 -2.295 -1.189

As for the LUMO energy: 3.0 eV. The largest force on an atom is 0.54 eV Å⁻¹. As for the charge: -1.



(4)
Density functional theory data (ωB97M-V with the def2-TZVPD basis set) for 5 unconnected molecules or ions with the total composition H12NO4 in a non-equilibrium geometry.

Element x y z (Å)
N -0.206 -0.229 -0.525
H 0.300 0.259 -1.269
H -0.767 -1.036 -0.784
H 0.572 -0.572 0.044
H -0.772 0.314 0.191
H 0.263 1.010 4.429
H -0.593 -0.189 4.808
O -0.092 0.184 4.074
H 3.043 -2.115 -1.583
H 1.933 -2.406 -2.574
O 2.161 -2.498 -1.655
H -0.415 2.223 -4.276
H -0.981 1.159 -3.457
O -0.172 1.652 -3.506
H -0.804 0.461 2.448
H -2.158 1.046 1.994
O -1.311 0.738 1.643

As for the LUMO energy: -3.2 eV. The largest force on an atom is 1.46 eV Å⁻¹. As for the charge: +1.



Which formula does entry 2 have? H12IO6



What is the formula in the third record? H12IO6